Record 1
{
  "formula": "C4H6O2",
  "method": "ωB97M-V with the def2-TZVPD basis set",
  "symbols": ["C", "C", "C", "H", "H", "O", "H", "H", "C", "H", "O", "H"],
  "coordinates": [[-0.2537, -0.3510, -0.7799], [-2.1317, -0.3484, -0.2780], [1.7456, 0.2100, 0.8843], [-2.9705, -0.1174, -0.9819], [-0.5497, 0.7973, 0.5395], [0.2454, -0.3852, -1.8629], [1.8538, 0.7381, 1.8386], [-0.2239, -0.6802, 1.2475], [0.2567, 0.0076, 0.5520], [2.3163, 0.7597, 0.1293], [-2.4473, -0.6482, 0.8462], [2.2509, -0.7590, 1.0175]],
  "homo_energy_ev": -8.83,
  "e_lumo_ha": 0.017,
  "max_force_ev_per_a": 2.181,
  "homo_lumo_gap_ev": 9.30
}

Record 2
{
  "formula": "C18H25N5O6S2Tc",
  "method": "ωB97M-V with the def2-TZVPD basis set",
  "symbols": ["H", "C", "O", "H", "C", "O", "C", "H", "C", "H", "N", "O", "H", "H", "C", "C", "C", "H", "H", "H", "H", "C", "C", "C", "H", "H", "O", "H", "C", "C", "H", "N", "S", "C", "H", "C", "H", "H", "C", "N", "H", "H", "H", "C", "O", "Tc", "H", "C", "S", "N", "N", "C", "H", "H", "H", "H", "O"],
  "coordinates": [[3.4547, 0.4632, 4.8402], [-1.4804, -1.1782, 0.9587], [-1.4047, -0.0128, 4.1701], [-1.7453, -3.3830, 4.8612], [1.1306, 0.6106, -2.4747], [-0.3781, 3.3578, 1.0240], [-3.1991, -4.3938, 1.9405], [0.5834, 2.5905, -4.8571], [-0.0271, 2.0042, -4.1706], [0.1342, -1.7864, -3.9332], [0.8464, 1.5089, -1.4764], [1.6670, 1.2770, 1.7336], [-2.5040, 3.9706, 2.1560], [1.5397, 3.2478, -2.4315], [3.3930, 0.0263, 2.7782], [1.1519, -0.1120, -4.8024], [-2.0334, -3.3804, 3.8160], [-3.1354, -5.2115, 3.9202], [2.0848, -0.5976, -1.1890], [0.3941, 3.5378, -1.1396], [-3.9736, 2.9617, 1.9984], [-2.8073, -3.3668, 1.0885], [2.0989, -1.5892, -3.0875], [-1.0727, 2.3948, 0.8405], [4.2806, 0.6096, 2.5468], [-3.4369, 3.9804, 0.6356], [0.6609, -1.2501, 3.6404], [-0.7293, 3.8626, -3.3618], [-3.1199, 3.3828, 1.4841], [2.3745, 0.2072, 1.6766], [1.4427, -2.2328, -5.0346], [2.8033, 0.5277, 4.0637], [-0.7127, -0.9252, 3.3239], [-0.4934, 2.8593, -3.0074], [2.5054, 1.4975, 3.9506], [-1.6535, -2.3745, 2.9591], [-3.8095, -5.2001, 1.5562], [3.1243, -1.4564, -3.4336], [-2.0312, -2.3538, 1.6163], [1.7659, -0.5145, -2.1442], [1.9676, -0.0219, 4.2689], [0.4235, -0.0002, -5.6018], [-0.8768, 1.6223, -4.7343], [1.1453, -1.5286, -4.2607], [2.2285, -0.6427, 0.7901], [0.1561, 0.8231, 0.2888], [2.1305, 0.1526, -5.2070], [-2.8173, -4.3998, 3.2781], [-1.5209, -0.6677, -0.6701], [-0.7616, -0.3862, 1.7324], [0.7804, 0.8414, -3.7360], [0.6148, 2.8869, -1.9743], [3.6562, -1.0204, 2.8775], [-1.3948, 2.4385, -2.5556], [-3.1055, -3.3505, 0.0462], [2.0446, -2.5393, -2.5622], [-2.3598, 2.2333, 0.9843]],
  "homo_energy_ev": [-14.40, -15.02],
  "spin_multiplicity": 4,
  "e_lumo_ha": [-0.234, -0.259],
  "max_force_ev_per_a": 0.603,
  "homo_lumo_gap_ev": [8.02, 7.96],
  "total_charge": 2
}

Record 3
{
  "formula": "CH2F3NP2",
  "method": "ωB97M-V with the def2-TZVPD basis set",
  "symbols": ["F", "F", "F", "P", "C", "H", "N", "H", "P"],
  "coordinates": [[-0.0503, -1.6936, -1.2698], [-2.7268, 2.0000, 0.6716], [-0.0330, -1.5151, 1.1418], [-2.4224, 1.0963, -0.6439], [1.7875, -0.1785, 0.0746], [2.4923, 0.0793, -0.7368], [-1.2071, 0.3498, -0.1178], [2.0406, 0.3611, 0.9881], [0.1190, -0.4995, -0.1079]],
  "homo_energy_ev": [-8.17, -8.17],
  "e_lumo_ha": [-0.068, -0.068],
  "max_force_ev_per_a": 6.491,
  "homo_lumo_gap_ev": [6.32, 6.32]
}